No. 1
{
  "formula": "C24H71NO21",
  "method": "ωB97M-V/def2-TZVPD",
  "homo_energy_ev": -9.4,
  "lumo_energy_ev": 0.3,
  "smiles": "COC[C@H](C)N.OCCO.OCCO.OCCO.OCCO.OCCO.OCCO.OCCO.OCCO.OCCO.OCCO",
  "mol_weight_g_mol": 709.8,
  "symbols": ["C", "H", "N", "C", "C", "H", "O", "O", "H", "H", "H", "C", "C", "H", "O", "H", "H", "C", "O", "H", "C", "H", "C", "H", "H", "H", "H", "O", "O", "H", "C", "H", "C", "H", "O", "H", "H", "H", "H", "H", "H", "H", "H", "H", "H", "O", "H", "H", "H", "H", "C", "H", "H", "O", "O", "O", "H", "H", "H", "H", "H", "C", "H", "C", "H", "O", "O", "H", "O", "H", "H", "C", "H", "O", "H", "H", "H", "H", "H", "C", "C", "C", "H", "H", "H", "H", "C", "H", "C", "H", "O", "H", "O", "O", "H", "C", "C", "H", "H", "O", "H", "H", "H", "O", "C", "H", "C", "H", "H", "H", "H", "C", "H", "H", "H", "H", "O"],
  "coordinates": [[-0.90554, 0.53108, 0.27256], [-0.65118, 2.59597, 2.49877], [-2.02876, 0.43911, -0.64251], [2.34525, -3.44521, -0.51350], [-4.75051, -2.95129, -1.12404], [1.78818, 6.29184, 0.21565], [-3.51018, -2.41560, -0.56699], [2.98491, 3.23592, 4.89778], [-0.95166, -2.92718, -5.61272], [-1.79751, -2.92495, 4.78146], [-2.80597, -4.29069, -4.07417], [2.62736, 1.34963, -2.71335], [-0.15003, 1.85421, 0.16163], [3.05968, 5.23023, 1.81635], [1.58220, 4.74812, -1.19448], [-2.30953, -0.52925, -0.72819], [-1.64405, -1.01812, -3.44838], [-4.99821, 1.93231, 0.14406], [-1.94970, -2.66702, -3.02244], [-1.32897, 0.36688, 1.26637], [2.91904, -0.65598, 2.98510], [-6.24904, 3.42511, -0.78813], [4.53537, 3.22696, 6.70960], [3.82237, 0.16328, -1.39967], [0.78257, -0.76063, 0.79003], [0.86917, 5.00286, 0.80505], [-5.28619, 0.95958, -0.26268], [-1.95864, -1.23834, -6.12364], [5.21977, -0.76718, 2.05268], [2.69011, 3.55898, 1.14548], [-0.94871, -2.65427, 2.79875], [-4.70732, 1.68152, 1.16841], [-6.06754, 2.99428, 0.19758], [1.87137, -0.66163, 2.69048], [0.83052, 2.08320, 1.18644], [-0.41587, -5.30166, -4.37794], [1.25232, -5.22964, -0.22080], [-4.60239, -1.48901, -2.81535], [-3.77773, -2.08419, 0.29590], [-1.77807, 0.64930, -1.60484], [2.12216, 3.18955, -2.30086], [3.53588, -1.30000, 1.01853], [2.74902, 0.85818, -3.67883], [-2.00472, -4.60672, -2.56843], [-5.71948, -1.10728, -1.41703], [-7.22859, 2.48158, 0.88164], [-1.85750, -3.12928, 1.11051], [3.68339, 0.46131, 1.24713], [-5.69437, 3.83508, 0.78343], [0.18947, 1.12483, 2.93579], [1.25519, -4.43252, -0.96462], [-0.66479, -1.51169, 0.13239], [-7.97500, 2.34673, 0.29400], [-6.42902, -2.38225, -2.82596], [0.01080, -3.79313, -0.97257], [2.47877, -2.31898, -1.38707], [3.57492, 1.88554, -0.90161], [-0.09039, -2.04974, 5.44503], [4.89807, 1.27538, 7.12402], [-0.70711, 2.79517, 0.15037], [2.55757, 4.06908, 6.77572], [0.33446, 2.12524, 2.52352], [-0.94452, -4.31963, 4.12329], [-5.31700, -1.86836, -2.08776], [0.04824, -0.02890, -4.82753], [5.17331, 1.94663, 6.49583], [-0.58639, -3.81990, -5.60548], [3.14605, 2.34680, 4.56705], [-1.62633, -0.04770, -3.42361], [3.20289, -1.59279, 3.46649], [-2.80505, 0.63224, -5.81124], [3.83080, -0.51256, 1.71483], [0.14330, -3.08749, -1.61555], [-2.03148, -3.09381, 2.05465], [-7.05366, -2.78985, -2.22035], [3.28934, -3.99032, -0.45087], [2.50860, 2.31761, 6.68435], [1.55494, -4.81516, -1.94330], [-0.06895, -2.95677, 2.22537], [-0.02317, -0.62993, 0.06592], [-0.92697, 0.39806, -4.58625], [3.04975, 3.19976, 6.33909], [4.80223, 4.30044, 0.73334], [1.71835, 0.96347, -2.24298], [-3.20551, 1.73557, -0.43617], [2.86133, -2.67054, -2.19678], [-1.84380, 0.11929, -5.83303], [5.79729, -0.61140, 1.30167], [-0.92797, -3.23143, 4.19629], [-0.79559, 1.44303, -4.30402], [0.17291, -2.85099, 4.98655], [-0.95432, -1.56085, 2.83218], [2.37193, 2.68842, -3.08494], [5.00255, 1.47283, -2.35222], [2.09078, -3.04734, 0.46885], [-1.92836, -4.01890, -3.48496], [-0.60183, -4.23620, -4.23146], [0.42605, -0.75701, -0.92113], [0.31221, 1.94762, -0.82314], [3.24013, 0.41802, 3.89995], [4.62667, 3.53553, 7.75457], [-2.55084, -2.58238, -2.27692], [5.11105, 2.42386, -2.43657], [-3.88412, 2.42135, -0.57149], [1.71145, 5.20546, 0.14014], [-2.80618, -1.50304, -5.75325], [3.77560, 1.20182, -1.72963], [4.98052, 4.08198, 6.20245], [1.01317, 2.69745, 3.15435], [-5.43803, -3.21782, -0.32278], [1.97551, 5.43221, -1.74229], [2.86886, 4.61370, 0.93696], [4.18976, 0.56071, 3.83067], [-4.43663, -3.79521, -1.73904], [-1.26127, 0.53023, -6.66123], [0.27759, -3.84526, -3.71728], [4.11919, 4.72287, 0.20698]],
  "forces_ev_per_a": [[-0.189, 0.492, 0.228], [-0.092, 0.224, 0.250], [-0.426, 0.549, -0.339], [-0.120, -0.287, -0.108], [1.443, 1.050, -1.554], [0.159, 0.144, -0.574], [-1.013, -0.438, 0.224], [-0.576, 0.540, 0.567], [0.075, 0.369, -0.479], [-0.555, -0.180, -0.525], [0.106, 0.297, -0.457], [-0.909, 0.240, 0.080], [-0.078, 1.250, 0.468], [-0.804, -0.311, 0.466], [-0.239, 0.063, 0.540], [-0.206, -0.113, 0.277], [-0.098, -0.077, 0.157], [0.779, -0.176, 0.213], [-0.154, 0.256, -0.577], [0.007, 0.607, 0.273], [2.538, 0.633, -0.671], [-0.366, -0.356, -0.164], [-1.081, -0.787, 1.608], [-0.093, 0.039, 0.244], [-0.015, 0.200, 0.109], [-0.593, -0.457, -0.678], [-0.729, 0.109, -0.381], [-0.665, -0.954, 0.497], [-0.900, 0.376, 0.719], [-0.179, 0.090, 0.284], [1.279, 0.660, -0.693], [-0.025, 0.169, 0.314], [-0.353, -0.129, 0.270], [0.030, 0.308, 0.245], [0.603, -0.808, -0.250], [-0.153, -0.205, 0.663], [-0.216, -0.202, -0.198], [0.122, -0.014, 0.280], [0.497, 0.234, 0.210], [0.296, 0.227, -0.037], [-0.088, 0.219, 0.212], [-0.253, 0.140, -0.231], [0.448, -0.452, 0.279], [0.486, -0.522, -0.182], [0.474, 0.681, -0.272], [0.283, 0.249, -0.127], [0.389, -0.026, -0.016], [0.054, 0.096, 0.085], [0.065, -0.070, 0.156], [0.177, -0.135, 0.082], [1.220, 0.684, 0.902], [0.118, -0.214, 0.281], [0.212, 0.083, -0.237], [0.422, -0.159, -0.341], [-0.209, -0.147, -0.314], [-0.222, -0.497, 0.059], [0.067, -0.087, 0.294], [0.272, 0.061, 0.064], [-0.326, 0.370, 0.237], [-1.167, -0.406, 0.233], [-0.062, 0.190, -0.380], [-0.621, 0.001, -0.829], [0.057, -0.032, 0.037], [-1.525, -0.974, 1.319], [0.066, -0.437, 0.593], [0.348, 1.249, -0.910], [-0.468, 0.477, 0.938], [-0.109, -0.286, 0.004], [0.822, -0.710, -0.259], [-0.319, -0.191, -0.004], [-0.022, -0.071, 0.324], [-0.303, -0.997, 0.370], [-0.549, 0.397, 0.006], [-1.927, -0.583, 0.063], [-0.055, 0.061, 0.066], [0.156, 0.034, 0.144], [0.240, -0.149, 0.297], [-0.245, -0.285, -0.159], [0.555, 0.104, 0.511], [1.016, -1.941, -0.281], [-2.201, 0.320, -0.211], [0.928, -0.154, -1.199], [-0.008, -0.004, 0.039], [-0.049, -0.422, 0.066], [0.468, -0.220, -0.394], [0.098, 0.243, -0.204], [2.258, 2.051, -0.016], [-0.234, 0.136, -0.179], [-0.850, -0.476, 0.430], [0.161, 0.273, -1.032], [0.663, 0.248, -0.274], [0.151, 0.219, 0.216], [0.329, 0.409, -0.138], [0.839, 0.133, 0.088], [-0.005, 0.007, -0.001], [0.792, 0.021, 0.703], [-0.312, -1.228, -1.218], [0.053, 0.638, -0.159], [0.647, -0.541, 0.123], [-0.750, -0.170, -0.302], [0.009, -0.328, 0.345], [0.018, 0.007, 0.320], [-0.125, 0.067, -0.089], [-0.585, 0.511, 0.277], [0.740, 0.420, 1.428], [0.027, -0.405, -0.049], [-0.496, -0.163, -0.970], [0.474, -0.721, -0.725], [0.105, -0.060, -0.159], [-0.081, -0.141, -0.191], [0.061, -0.127, -0.174], [1.363, 0.089, -0.849], [0.217, -0.193, 0.069], [-0.346, -0.380, 0.294], [-0.234, 0.250, -0.244], [-0.248, 0.340, 0.348], [-0.457, -0.010, -0.490]]
}

No. 2
{
  "formula": "C24H72N10O12",
  "method": "ωB97M-V/def2-TZVPD",
  "homo_energy_ev": -9.0,
  "lumo_energy_ev": -0.3,
  "smiles": "NC(N)=O.NC(N)=O.NC(N)=O.NC(N)=O.NC(N)=O.CC(C)O.CC(C)O.CC(C)O.CC(C)O.CC(C)O.CC(C)O.CO",
  "mol_weight_g_mol": 692.9,
  "symbols": ["H", "H", "H", "C", "H", "H", "H", "N", "O", "C", "O", "H", "H", "N", "H", "H", "C", "C", "H", "C", "C", "H", "N", "N", "C", "H", "C", "C", "H", "H", "O", "H", "H", "H", "H", "H", "H", "C", "H", "H", "H", "H", "C", "H", "O", "C", "O", "H", "H", "H", "C", "H", "C", "C", "H", "O", "C", "N", "O", "H", "C", "H", "H", "H", "H", "H", "H", "H", "H", "H", "C", "H", "C", "H", "O", "H", "H", "H", "N", "H", "H", "N", "H", "O", "H", "H", "H", "H", "H", "O", "H", "H", "H", "H", "N", "H", "O", "H", "C", "H", "H", "H", "C", "H", "H", "H", "H", "H", "N", "C", "C", "H", "O", "C", "H", "H", "H", "N"],
  "coordinates": [[-5.39695, 2.43526, -1.25908], [-0.94795, 0.28726, 4.72292], [-1.69395, -1.27974, 2.13192], [2.79105, -0.75774, -3.90708], [4.14805, -2.10574, 2.99792], [-2.29295, 4.42426, -0.67408], [3.85505, -0.93274, -2.03708], [0.41005, 3.51326, -1.74808], [-3.84895, 2.23126, 3.12792], [4.00905, -0.91174, 1.43192], [5.36905, -0.85574, 1.28692], [2.64905, 2.06726, 2.13692], [4.87105, 2.77626, 1.26192], [3.47005, -1.54574, 2.45492], [-2.03595, 1.51726, -3.25508], [-4.46695, -2.35274, 4.33392], [2.77605, 2.92426, 1.40592], [4.13705, 3.47526, 1.63092], [1.13905, -3.66374, -2.23808], [-2.31295, -2.79974, -0.68208], [1.58805, -0.83374, 4.98192], [1.34605, 3.91226, -1.88208], [-1.55295, 3.74926, -0.87008], [-2.56195, 1.73326, -2.37408], [-3.79895, 2.18626, -2.47708], [1.88405, 4.33726, 2.75892], [0.94405, -0.33474, 3.66592], [-3.04495, 2.29426, 2.02292], [0.63405, 0.63526, -5.55308], [-4.00095, 1.74826, -0.49908], [-4.36895, 2.60226, -3.65408], [4.04205, -2.55074, -3.99008], [0.11605, 1.58626, 4.33592], [-3.69995, -2.80774, 2.21192], [4.67805, -1.15174, -4.81308], [-5.82595, -1.98974, 3.21092], [-0.10395, 2.22426, -4.37208], [-0.39995, 4.32126, -1.14808], [-0.83495, -0.35374, -5.11208], [-2.15895, -1.37274, -3.75708], [3.57705, 0.65626, 0.30592], [-0.47195, 1.56926, 1.29292], [-2.63295, -1.70874, -1.67708], [-2.01695, 1.20726, 0.70892], [-0.13895, 5.59526, -0.68408], [2.57305, -3.29874, -0.49408], [-4.21995, -1.04174, 1.48792], [-0.75795, -1.22174, -2.63308], [0.14505, 2.57826, -2.05608], [0.43705, -5.99374, -0.53208], [3.47205, -0.13374, -2.68308], [1.63805, 4.71526, 0.90892], [0.17105, 0.46426, -0.39708], [-1.68395, -1.75174, -2.85908], [-0.38895, 2.36926, -0.19908], [2.56805, 2.50626, 0.27592], [-4.81195, -1.64274, 3.57892], [-4.36895, 2.28926, -1.31008], [0.59505, -3.38974, -1.46708], [2.75505, 0.42126, -2.10908], [1.24305, -3.90974, -0.55208], [-5.13495, -1.26974, 1.34792], [-2.18695, -3.74274, -1.10508], [0.84605, -1.40874, -0.40208], [-2.52995, -0.45874, 3.52092], [3.31005, -3.56274, -1.31108], [-1.01495, 1.01126, -6.19308], [1.11605, -0.70674, -3.33708], [2.48105, -2.22674, -0.59508], [0.86605, -1.31074, 5.60192], [1.73605, 3.94626, 1.69792], [-2.28095, 4.07126, 2.35292], [-3.81595, -1.72874, 2.47592], [-3.42795, 0.46626, 1.46792], [-0.72095, 1.46826, -4.22608], [3.06205, -3.61774, 0.37992], [-1.49495, -2.75274, -3.19208], [2.38905, 0.04626, -4.55208], [-0.20695, 1.48026, 0.30592], [-0.71995, 0.80726, 2.97592], [-1.82195, 3.38426, 0.82492], [0.56405, -0.59474, 0.22492], [4.37905, 0.46926, -2.97908], [-2.78295, -0.62374, -1.08408], [2.14705, -0.27274, 0.61192], [-2.15995, -2.10474, 3.66292], [-3.64795, -1.87474, -2.07808], [2.04205, -5.95774, -1.17808], [0.75005, -3.63374, 0.35292], [0.40105, 0.66726, -1.74108], [-3.07695, -3.01074, 0.00992], [2.47105, -1.60174, 2.64992], [-1.92795, 2.94926, -1.40208], [-3.28595, -0.76974, -0.31408], [-2.21295, 3.23526, 1.76692], [3.35305, -2.01574, -5.59508], [0.74005, -1.32374, 2.93992], [4.38105, 4.34226, 1.07992], [1.37705, -5.47374, -0.42508], [1.74505, 2.00326, 0.27492], [1.88805, 0.03126, 5.59392], [-1.44195, -2.52974, -0.05808], [3.72505, -1.69574, -4.63108], [-2.41195, 0.89326, -1.76008], [1.70505, -5.84574, 0.56792], [2.49705, -1.38674, 4.75592], [-4.99195, -0.57174, 3.91092], [1.60105, 0.26326, 3.09892], [-2.91695, 1.31526, 1.15592], [-0.25195, 0.61926, 3.95892], [-0.44395, 0.64926, -5.30208], [0.35705, -2.07474, 3.49592], [1.76305, -1.37074, -3.71008], [-2.46195, -1.39674, 2.93892], [0.39905, -0.80674, 1.23492], [4.25405, 3.61626, 2.69492], [0.66305, 3.49926, 1.75092], [3.17205, -0.17374, 0.77192]],
  "forces_ev_per_a": [[1.336, 0.056, -0.390], [-0.269, -0.354, -0.259], [-0.772, -0.265, 0.605], [8.739, 5.588, -2.827], [-0.921, 0.446, -0.574], [0.344, -0.096, -0.042], [-0.042, -0.004, -0.014], [3.336, 0.318, -1.567], [3.449, 0.237, -5.235], [7.343, 0.577, 0.706], [-6.283, -0.386, 0.372], [0.269, 0.618, 0.236], [0.374, -0.660, 0.238], [0.720, -2.707, 2.195], [-0.842, 0.817, 0.784], [-0.470, 0.456, 0.530], [0.436, 2.606, 9.563], [0.783, -0.958, 0.210], [-1.080, 1.084, -0.648], [0.994, 0.501, 0.681], [0.899, 2.513, -0.297], [-0.492, -0.839, -0.076], [-3.691, 0.622, 1.076], [3.221, -2.606, -1.085], [-3.320, 2.170, -7.420], [-0.231, 0.135, -1.433], [1.021, 6.989, 7.126], [-4.414, -1.061, 6.646], [-0.496, -0.252, 0.150], [-0.175, 0.773, -0.908], [2.756, -1.958, 5.817], [-0.639, 0.397, -0.363], [0.130, -0.294, -0.271], [-0.497, 0.031, -0.129], [-0.435, -0.333, -0.126], [0.996, 0.108, 0.355], [-1.055, -0.451, 0.672], [0.909, 7.629, 2.674], [0.409, 0.081, 0.118], [-0.096, 0.868, 0.012], [-0.280, -1.077, 0.104], [0.805, -0.651, -0.435], [-0.818, -8.514, -4.366], [-0.682, -0.202, -0.172], [-0.836, -6.235, -2.494], [2.468, 0.188, -1.143], [-1.830, 3.730, -6.280], [-0.035, -0.100, -0.166], [0.415, -0.068, -0.042], [-0.695, 0.142, -0.287], [1.473, -0.315, -0.447], [0.440, -0.070, 0.591], [1.859, 1.295, -7.339], [-0.144, 0.765, -0.257], [0.269, -1.180, 0.617], [-0.929, -4.471, -11.084], [-1.634, 0.170, 0.725], [-3.453, -0.187, 3.413], [-4.466, 1.946, -8.710], [-0.216, 0.609, 0.206], [4.414, -4.738, 7.632], [-0.649, 0.308, -0.470], [0.794, -1.503, -1.088], [-0.756, 1.328, 1.052], [0.223, -0.105, -0.534], [-1.090, -0.127, 0.365], [0.552, -0.244, 0.337], [0.282, -1.413, -0.084], [0.298, 0.311, 0.380], [-0.629, -1.017, 0.259], [-2.695, 0.995, 2.646], [0.152, -0.502, -0.306], [1.671, -5.502, 4.582], [0.617, 0.853, -0.684], [1.697, 1.704, 0.153], [0.871, 0.134, 1.391], [0.379, -0.762, 0.484], [1.891, 1.095, -0.755], [-1.538, 3.985, 1.445], [-0.373, -0.015, 0.742], [-0.345, -0.055, 0.540], [0.086, -4.842, 0.180], [-1.123, -0.343, 0.333], [1.242, 8.978, 3.520], [1.794, -0.268, 0.729], [0.529, -1.072, 0.576], [0.033, -1.363, -0.639], [-0.191, 0.646, 0.345], [-0.529, 0.203, 1.435], [-1.285, -1.264, 5.480], [-1.505, 0.368, 1.010], [0.861, -0.107, -0.428], [0.405, 0.042, -0.570], [-1.100, 0.055, 1.781], [2.050, 4.624, 0.771], [-0.266, -0.270, -0.052], [-3.655, -9.458, -4.440], [-0.267, 1.431, -0.482], [0.090, -0.657, -0.352], [0.068, 0.360, -0.507], [0.110, -0.181, -0.206], [-0.056, -0.129, -0.487], [2.367, 0.709, -0.003], [-0.556, 1.219, -0.485], [0.218, 0.769, -0.430], [-0.225, -0.341, 0.281], [0.644, -1.262, -0.042], [1.443, 1.242, -0.262], [-1.630, -3.523, -0.742], [0.804, 0.343, -0.464], [-0.541, -0.873, -2.357], [0.462, 1.101, -1.391], [-11.901, -5.673, 4.319], [1.066, 2.548, 0.070], [-0.086, 0.200, -1.094], [0.362, 0.256, 0.205], [1.636, 0.393, -0.126], [-1.074, 3.232, -3.095]]
}